Below is a 4-piece molecular cluster, C34H56FN4O18P3S3 overall, with properties calculated with ωB97M-V/def2-TZVPD.

Each atom is followed by the atoms it is bonded to, with distances in Å.
Element x y z (Å)
1 C -2.2541 1.1828 -2.4794  C2 1.640, H46 1.158, H47 1.139, H48 1.139
2 C -1.5056 0.4323 -1.2285  C1 1.640, P3 1.855, H49 1.163, H50 1.136
3 P -1.1612 1.6999 0.0815  C2 1.855, C4 1.884, C6 1.941
4 C -2.6028 2.1184 1.2196  P3 1.884, C5 1.634, H51 1.158, H52 1.160
5 C -4.0231 1.4355 0.7892  C4 1.634, H53 1.156, H54 1.141, H55 1.141
6 C 0.4873 1.4310 1.0702  P3 1.941, C7 1.587, O18 1.414, C35 1.637
7 C 1.5459 0.8785 0.0250  C6 1.587, C8 1.587, H56 1.158, H57 1.160
8 C 1.8865 1.7222 -1.2752  C7 1.587, C9 1.592, O10 1.477, H58 1.161
9 C 1.5410 3.2758 -1.2907  C8 1.592, H59 1.159, H60 1.153, H61 1.139
10 O 1.3374 1.0909 -2.4929  C8 1.477, C11 1.444
11 C 2.0435 1.5225 -3.6769  O10 1.444, C12 1.626, H62 1.141, H63 1.157
12 C 0.9377 2.2750 -4.6009  C11 1.626, C13 1.568, C17 1.546
13 C 0.0727 1.3785 -5.5532  C12 1.568, C14 1.569, H64 1.149
14 C -1.0322 2.0821 -6.4160  C13 1.569, C15 1.553, H65 1.143
15 C -1.3142 3.6083 -6.3637  C14 1.553, C16 1.551, H66 1.136
16 C -0.4333 4.4963 -5.4470  C15 1.551, C17 1.573, H67 1.144
17 C 0.6789 3.7989 -4.5808  C12 1.546, C16 1.573, H68 1.146
18 O 0.6678 2.6974 1.6717  C6 1.414, C19 1.399
19 C 1.6309 2.9698 2.6496  O18 1.399, C20 1.639, C23 1.647, S31 1.851
20 C 1.2943 2.4617 4.1709  C19 1.639, C21 1.597, H69 1.157, H70 1.152
21 C 2.0726 3.2601 5.3149  C20 1.597, N22 1.315, H71 1.152
22 N 1.3923 3.9431 6.2091  C21 1.315, H72 1.036
23 C 1.5199 4.6074 2.7873  C19 1.647, C24 1.605, H73 1.134, H74 1.160
24 C 0.0928 5.0753 3.3549  C23 1.605, S25 1.887, H75 1.156, H76 1.142
25 S -0.6985 6.4330 2.3109  C24 1.887, C26 1.869
26 C -2.5018 6.2074 2.7471  S25 1.869, N27 1.427, O30 1.413
27 N -3.6611 6.2372 1.9161  C26 1.427, N28 1.386
28 N -4.6629 5.9577 2.8316  N27 1.386, C29 1.428
29 C -4.1353 5.7610 4.1442  N28 1.428, O30 1.433, H77 1.133
30 O -2.7127 5.9280 4.1158  C26 1.413, C29 1.433
31 S 3.4232 2.6509 2.3124  C19 1.851, O32 1.521, O33 1.523, F34 1.704
32 O 3.8476 2.9684 0.8871  S31 1.521
33 O 4.3678 3.4677 3.1845  S31 1.523
34 F 3.9017 1.0456 2.6231  S31 1.704
35 C 0.1445 0.1918 2.0835  C6 1.637, N36 1.531, O39 1.440, H78 1.144
36 N 1.4195 -0.5213 2.5421  C35 1.531, C37 1.288
37 C 1.1987 -1.2421 3.5870  N36 1.288, S38 1.675
38 S 1.0784 -1.7546 5.1772  C37 1.675
39 O -0.6707 -0.8393 1.4952  C35 1.440, C40 1.436
40 C -1.9373 -1.0398 2.1407  O39 1.436, P41 1.911, H79 1.139, H80 1.158
41 P -2.0232 -2.5890 3.2558  C40 1.911, P42 2.212, H81 1.453
42 P -3.8662 -2.2373 4.4273  P41 2.212, O43 1.535, O44 1.735, O45 1.705
43 O -3.5724 -1.5583 5.7718  P42 1.535
44 O -4.8058 -1.0952 3.5200  P42 1.735, H82 0.986
45 O -4.8355 -3.6340 4.5498  P42 1.705, H83 0.986
46 H -3.2597 0.6578 -2.7134  C1 1.158
47 H -2.4714 2.2510 -2.1495  C1 1.139
48 H -1.5952 1.0877 -3.4039  C1 1.139
49 H -2.3145 -0.2977 -0.8229  C2 1.163
50 H -0.6569 -0.2318 -1.5872  C2 1.136
51 H -2.7930 3.2554 1.1117  C4 1.158
52 H -2.3914 1.9698 2.3509  C4 1.160
53 H -4.8911 2.1238 1.1195  C5 1.156
54 H -4.1708 0.4066 1.2593  C5 1.141
55 H -4.1062 1.3106 -0.3422  C5 1.141
56 H 2.5499 0.5990 0.5297  C7 1.158
57 H 1.1417 -0.1454 -0.3394  C7 1.160
58 H 3.0350 1.6546 -1.4297  C8 1.161
59 H 2.1983 3.7771 -2.1025  C9 1.159
60 H 0.4571 3.5206 -1.5998  C9 1.153
61 H 1.7609 3.8509 -0.3330  C9 1.139
62 H 2.8914 2.2632 -3.4913  C11 1.141
63 H 2.5100 0.6492 -4.2761  C11 1.157
64 H 0.2124 0.2421 -5.6494  C13 1.149
65 H -1.6879 1.4643 -7.1197  C14 1.143
66 H -2.1342 4.1207 -6.9598  C15 1.136
67 H -0.5796 5.6262 -5.3434  C16 1.144
68 H 1.2877 4.5114 -3.9219  C17 1.146
69 H 0.1588 2.5365 4.3796  C20 1.157
70 H 1.5480 1.3477 4.3218  C20 1.152
71 H 3.2166 3.2458 5.4500  C21 1.152
72 H 0.3784 3.8663 6.0109  N22 1.036
73 H 2.4138 5.0775 3.3020  C23 1.134
74 H 1.5559 4.9718 1.6870  C23 1.160
75 H -0.6453 4.1892 3.2739  C24 1.156
76 H 0.1908 5.4757 4.4197  C24 1.142
77 H -4.6391 5.4901 5.1223  C29 1.133
78 H -0.3434 0.5818 3.0416  C35 1.144
79 H -2.3407 -0.1610 2.7427  C40 1.139
80 H -2.7102 -1.2222 1.2984  C40 1.158
81 H -2.2316 -3.7762 2.4451  P41 1.453
82 H -4.6624 -0.1972 3.9017  O44 0.986
83 H -5.7619 -3.2966 4.5664  O45 0.986
84 C 0.5370 -4.3403 -7.6022  O85 1.426, H90 1.091, H91 1.092, H92 1.092
85 O 1.9377 -4.5266 -7.4079  C84 1.426, C86 1.344
86 C 2.5901 -3.4222 -7.0076  O85 1.344, O87 1.207, O88 1.343
87 O 2.0971 -2.3386 -6.8108  C86 1.207
88 O 3.8883 -3.7336 -6.8633  C86 1.343, C89 1.427
89 C 4.7043 -2.6428 -6.4382  O88 1.427, H93 1.092, H94 1.092, H95 1.090
90 H 0.1154 -5.2934 -7.9231  C84 1.091
91 H 0.0541 -4.0459 -6.6676  C84 1.092
92 H 0.3512 -3.5997 -8.3832  C84 1.092
93 H 4.3845 -2.2810 -5.4585  C89 1.092
94 H 4.6830 -1.8361 -7.1744  C89 1.092
95 H 5.7293 -3.0040 -6.3537  C89 1.090
96 C -4.8665 -6.3119 3.4313  O97 1.427, H102 1.091, H103 1.093, H104 1.092
97 O -5.0859 -7.6777 3.7819  C96 1.427, C98 1.343
98 C -6.2003 -7.8876 4.5013  O97 1.343, O99 1.207, O100 1.344
99 O -6.9875 -7.0422 4.8525  C98 1.207
100 O -6.2861 -9.2030 4.7620  C98 1.344, C101 1.426
101 C -7.4319 -9.5742 5.5262  O100 1.426, H105 1.092, H106 1.092, H107 1.091
102 H -3.9425 -6.2589 2.8534  C96 1.091
103 H -5.6834 -5.9375 2.8097  C96 1.093
104 H -4.7488 -5.6977 4.3265  C96 1.092
105 H -8.3502 -9.3289 4.9881  C101 1.092
106 H -7.4162 -9.0892 6.5048  C101 1.092
107 H -7.3974 -10.6539 5.6756  C101 1.091
108 C 6.6659 -0.8885 -0.5930  O109 1.427, H114 1.091, H115 1.092, H116 1.092
109 O 6.3488 -1.5007 -1.8427  C108 1.427, C110 1.344
110 C 7.3445 -2.2366 -2.3649  O109 1.344, O111 1.206, O112 1.345
111 O 8.4332 -2.4067 -1.8743  C110 1.206
112 O 6.9146 -2.7504 -3.5308  C110 1.345, C113 1.427
113 C 7.8766 -3.5617 -4.2030  O112 1.427, H117 1.092, H118 1.092, H119 1.091
114 H 5.7923 -0.3223 -0.2678  C108 1.091
115 H 6.8873 -1.6461 0.1620  C108 1.092
116 H 7.5041 -0.1971 -0.7041  C108 1.092
117 H 8.1462 -4.4260 -3.5922  C113 1.092
118 H 8.7633 -2.9770 -4.4581  C113 1.092
119 H 7.4227 -3.9209 -5.1272  C113 1.091

Summary:
- SMILES string: [H]/N=C\C[C@](CCSc1nnco1)(O[C@@](C[C@H](C)OCc1ccccc1)([C@H](N=C=S)OCPP(=O)(O)O)P(CC)CC)S(=O)(=O)F.COC(=O)OC.COC(=O)OC.COC(=O)OC
- Total charge: 0
- HOMO level: -7.75 eV
- Electronic energy: -5220.490577 a.u.

Here are the Mulliken charges for atoms 1 to 4, given in e:
1. C -0.611
2. C -0.273
3. P -0.674
4. C -0.247